[1]
Entry from the Open Molecules 2025 dataset: a 2-piece molecular cluster, C2H4Cl3NS overall in a non-equilibrium geometry (wB97M-V/def2-TZVPD).

```
11
C2H4Cl3NS | the Open Molecules 2025 dataset | wB97M-V/def2-TZVPD
C 1.93 0.44 0.66
C 1.33 0.21 -0.57
N -2.53 1.60 0.44
S -2.42 -0.02 0.74
Cl 3.76 -0.06 0.44
Cl 1.34 1.48 -1.69
Cl 1.15 -1.33 -1.14
H 2.00 1.46 0.83
H 1.54 -0.15 1.42
H -1.75 2.13 0.25
H -3.39 1.88 -0.06
```

Computed properties:
Multiplicity ... 1
Highest occupied orbital energy (alpha / beta) ... -8.8 / -8.3 eV
ΔE to the lowest compared entry with this formula, charge and spin ... 23.16 kcal per mole
Gap between HOMO and LUMO (alpha / beta) ... 0.283 / 0.269 Eh

And the Löwdin charges, in e, turn out to be:
1 C -0.59
2 C -1.35
3 N -0.47
4 S 0.50
5 Cl 0.45
6 Cl 0.66
7 Cl 0.71
8 H 0.03
9 H 0.06
10 H -0.02
11 H 0.03

***

[2]
Entry from the Open Molecules 2025 dataset: CH5O2 as an isolated structure in a non-equilibrium geometry (wB97M-V/def2-TZVPD).

```
8
CH5O2 | the Open Molecules 2025 dataset | wB97M-V/def2-TZVPD
C -0.84 0.61 -0.23
O 0.44 0.69 0.28
H -1.57 1.00 0.48
H -1.13 -0.41 -0.50
H -0.94 1.18 -1.13
H 1.33 -1.58 0.93
H 1.14 -0.22 0.12
O 1.58 -1.28 0.04
```

Computed properties:
Multiplicity ... 2
Highest occupied orbital energy (alpha / beta) ... -11.5 / -10.9 eV
ΔE to the lowest compared entry with this formula, charge and spin ... 23.93 kcal per mole
Gap between HOMO and LUMO (alpha / beta) ... 0.456 / 0.293 Eh

And the Löwdin charges, in e, turn out to be:
1 C -0.15
2 O -0.05
3 H 0.08
4 H 0.11
5 H 0.08
6 H 0.04
7 H -0.04
8 O -0.07

***

[3]
Entry from the Open Molecules 2025 dataset: a 6-piece molecular cluster, C50H91ClFNO21 overall in a non-equilibrium geometry (wB97M-V/def2-TZVPD).

```
165
C50H91ClFNO21 | the Open Molecules 2025 dataset | wB97M-V/def2-TZVPD
C -0.16 -0.32 2.99
C 0.46 -0.36 1.60
O 1.69 0.34 1.60
C 1.81 1.28 0.54
C 0.92 2.49 0.77
C 1.09 3.36 1.86
C 2.21 3.08 2.85
O 1.93 2.10 3.83
O 0.93 2.58 4.71
C 0.23 4.48 2.04
C 0.47 5.44 3.16
C 1.59 6.44 2.83
C -0.83 4.63 1.13
C -1.00 3.77 0.07
C -0.12 2.71 -0.12
O -0.34 1.81 -1.18
C 0.15 2.16 -2.32
N 0.59 2.37 -3.36
C -2.15 3.99 -0.85
O -2.11 3.76 -2.02
C -3.34 4.57 -0.18
F -4.51 4.23 -0.72
C -3.22 5.41 0.84
C -4.36 6.07 1.56
C -5.43 5.07 2.04
C -5.76 5.20 3.51
Cl -6.94 5.32 1.10
C -1.83 5.75 1.25
O -1.55 6.85 1.64
H 0.66 -0.23 3.69
H -0.86 0.51 3.10
H -0.67 -1.24 3.23
H -0.24 0.03 0.87
H 0.64 -1.40 1.33
H 1.56 0.78 -0.39
H 2.85 1.61 0.54
H 2.54 4.00 3.33
H 3.06 2.69 2.31
H 0.11 2.22 4.35
H -0.42 6.02 3.37
H 0.69 4.92 4.08
H 1.19 7.31 2.33
H 2.13 6.73 3.72
H 2.31 5.97 2.17
H -4.78 6.88 0.98
H -3.92 6.52 2.45
H -5.07 4.06 1.86
H -6.48 5.99 3.67
H -6.25 4.29 3.85
H -4.87 5.34 4.12
C -4.85 3.53 -4.97
O -4.09 2.48 -5.53
C -2.88 2.26 -4.83
C -2.40 0.84 -5.01
O -3.10 -0.12 -4.22
C -4.39 -0.51 -4.67
C -4.38 -1.44 -5.86
O -4.16 -0.73 -7.07
C -3.65 -1.55 -8.09
H -4.30 4.48 -5.02
H -5.77 3.62 -5.54
H -5.10 3.31 -3.93
H -3.02 2.46 -3.76
H -2.11 2.94 -5.21
H -1.37 0.80 -4.64
H -2.38 0.56 -6.06
H -5.02 0.36 -4.86
H -4.82 -1.06 -3.83
H -5.35 -1.95 -5.93
H -3.60 -2.20 -5.72
H -2.70 -2.01 -7.80
H -3.48 -0.92 -8.96
H -4.37 -2.34 -8.36
C 6.79 -1.53 -5.40
O 5.45 -1.94 -5.53
C 5.13 -3.06 -4.73
C 3.66 -3.10 -4.40
O 3.27 -2.18 -3.39
C 3.17 -0.81 -3.78
C 1.96 -0.48 -4.62
O 2.15 -0.86 -5.97
C 0.93 -1.03 -6.65
H 7.48 -2.31 -5.74
H 6.92 -0.64 -6.02
H 7.02 -1.27 -4.36
H 5.71 -3.03 -3.79
H 5.40 -3.98 -5.27
H 3.44 -4.09 -3.98
H 3.05 -2.99 -5.30
H 4.09 -0.48 -4.27
H 3.09 -0.26 -2.84
H 1.80 0.61 -4.59
H 1.08 -0.98 -4.20
H 0.31 -1.80 -6.17
H 1.16 -1.36 -7.67
H 0.37 -0.09 -6.70
C 2.93 -1.60 5.66
O 1.95 -2.61 5.74
C 2.30 -3.76 4.99
C 1.62 -4.99 5.52
O 2.20 -5.51 6.71
C 1.92 -4.84 7.93
C 0.53 -5.08 8.46
O -0.43 -4.29 7.78
C -1.73 -4.81 7.88
H 3.04 -1.24 4.63
H 2.60 -0.77 6.29
H 3.90 -1.96 6.03
H 3.39 -3.91 5.01
H 1.99 -3.60 3.94
H 1.74 -5.78 4.78
H 0.54 -4.82 5.65
H 2.13 -3.77 7.85
H 2.62 -5.26 8.65
H 0.50 -4.82 9.53
H 0.28 -6.15 8.36
H -1.78 -5.82 7.46
H -2.40 -4.17 7.30
H -2.07 -4.84 8.92
C -9.07 -6.00 7.38
O -8.13 -6.17 6.35
C -7.36 -5.00 6.12
C -6.03 -5.33 5.49
O -5.07 -5.85 6.41
C -5.23 -7.20 6.83
C -4.88 -8.23 5.78
O -5.94 -8.38 4.84
C -5.50 -8.92 3.62
H -9.81 -5.23 7.13
H -9.58 -6.95 7.52
H -8.58 -5.73 8.32
H -7.19 -4.46 7.05
H -7.92 -4.34 5.43
H -5.59 -4.40 5.13
H -6.15 -5.99 4.63
H -6.23 -7.37 7.23
H -4.52 -7.32 7.65
H -4.71 -9.19 6.27
H -3.96 -7.92 5.27
H -4.73 -8.28 3.16
H -6.36 -8.97 2.95
H -5.09 -9.93 3.75
C 4.84 2.39 -4.99
O 6.00 2.89 -5.62
C 5.70 3.63 -6.79
C 6.80 4.62 -7.10
O 6.78 5.78 -6.28
C 7.27 5.66 -4.96
C 8.78 5.58 -4.86
O 9.24 4.27 -5.17
C 10.59 4.26 -5.57
H 4.32 1.68 -5.64
H 5.16 1.87 -4.08
H 4.17 3.20 -4.70
H 4.75 4.17 -6.67
H 5.60 2.93 -7.63
H 6.62 4.99 -8.11
H 7.78 4.14 -7.09
H 6.80 4.83 -4.43
H 6.96 6.59 -4.46
H 9.08 5.83 -3.83
H 9.22 6.31 -5.55
H 10.74 4.88 -6.46
H 10.85 3.23 -5.82
H 11.25 4.61 -4.77
```

Computed properties:
Multiplicity ... 1
Highest occupied orbital energy ... -9.0 eV
Gap between HOMO and LUMO ... 0.272 Eh
Structure (SMILES) ... CCOCc1c(COO)c(CC)c2c(c1OC#N)C(=O)C(F)=C(C[C@@H](C)Cl)C2=O.COCCOCCOC.COCCOCCOC.COCCOCCOC.COCCOCCOC.COCCOCCOC

Löwdin atomic charge list, values in e, 99 entries:
1 C -0.05
2 C -0.24
3 O -0.13
4 C -0.12
5 C -0.03
6 C -0.04
7 C -0.13
8 O -0.13
9 O -0.01
10 C -0.08
11 C -0.18
12 C -0.06
13 C -0.01
14 C 0.00
15 C -0.10
16 O 0.08
17 C -0.32
18 N 0.22
19 C -0.23
20 O 0.17
21 C -0.15
22 F 0.13
23 C -0.05
24 C -0.14
25 C -0.71
26 C -0.13
27 Cl 0.63
28 C -0.28
29 O 0.15
30 H 0.07
31 H 0.07
32 H 0.08
33 H 0.11
34 H 0.12
35 H 0.12
36 H 0.13
37 H 0.12
38 H 0.13
39 H 0.09
40 H 0.10
41 H 0.10
42 H 0.07
43 H 0.08
44 H 0.07
45 H 0.12
46 H 0.11
47 H 0.10
48 H 0.07
49 H 0.08
50 H 0.08
51 C -0.11
52 O -0.19
53 C -0.20
54 C -0.18
55 O -0.13
56 C -0.19
57 C -0.21
58 O -0.20
59 C -0.11
60 H 0.09
61 H 0.09
62 H 0.09
63 H 0.10
64 H 0.13
65 H 0.10
66 H 0.12
67 H 0.12
68 H 0.13
69 H 0.13
70 H 0.13
71 H 0.08
72 H 0.09
73 H 0.09
74 C -0.11
75 O -0.20
76 C -0.21
77 C -0.18
78 O -0.13
79 C -0.18
80 C -0.21
81 O -0.20
82 C -0.11
83 H 0.09
84 H 0.09
85 H 0.09
86 H 0.13
87 H 0.13
88 H 0.13
89 H 0.12
90 H 0.11
91 H 0.12
92 H 0.09
93 H 0.13
94 H 0.09
95 H 0.09
96 H 0.08
97 C -0.11
98 O -0.20
99 C -0.21

***

[4]
Entry from the Open Molecules 2025 dataset: FH12MnO6 as an isolated structure in a non-equilibrium geometry (wB97M-V/def2-TZVPD).

```
20
FH12MnO6 | the Open Molecules 2025 dataset | wB97M-V/def2-TZVPD
Mn -0.04 1.88 -1.24
F 0.05 0.03 -0.58
O 1.36 2.49 0.37
H 2.33 2.59 0.45
H 1.00 2.90 1.13
O 0.26 0.62 1.96
H 0.18 0.28 1.04
H 1.01 1.22 1.93
O -2.68 0.33 1.83
H -2.96 -0.20 2.57
H -1.87 -0.11 1.58
O 2.22 -1.36 0.04
H 1.40 -0.94 -0.22
H 1.99 -2.27 0.12
O -2.37 -0.96 -0.87
H -1.40 -0.80 -0.60
H -2.30 -1.36 -1.72
O 0.81 -1.28 -2.91
H 0.43 -2.19 -2.82
H 0.58 -0.88 -2.08
```

Computed properties:
Multiplicity ... 6
Highest occupied orbital energy (alpha / beta) ... -13.7 / -13.7 eV
ΔE to the lowest compared entry with this formula, charge and spin ... 0.00 kcal per mole
Gap between HOMO and LUMO (alpha / beta) ... 0.223 / 0.221 Eh
Charge ... +1

And the Löwdin charges, in e, turn out to be:
1 Mn 1.49
2 F -0.47
3 O -0.04
4 H 0.14
5 H 0.07
6 O -0.05
7 H -0.02
8 H 0.02
9 O -0.04
10 H 0.04
11 H -0.02
12 O -0.03
13 H -0.05
14 H 0.03
15 O -0.07
16 H 0.01
17 H 0.02
18 O -0.06
19 H 0.08
20 H -0.06

***

[5]
Entry from the Open Molecules 2025 dataset: a 2-piece molecular cluster, C9H19N2O4 overall in a non-equilibrium geometry (wB97M-V/def2-TZVPD).

```
34
C9H19N2O4 | the Open Molecules 2025 dataset | wB97M-V/def2-TZVPD
C 5.25 1.27 2.66
C 4.40 2.23 2.33
C 2.99 2.92 1.89
O 2.22 2.11 0.95
C 1.76 0.88 1.53
O 2.51 -0.16 1.46
O 0.47 0.69 2.16
N 0.31 1.50 3.25
H 5.90 0.39 3.06
H 3.28 3.95 1.42
H 2.39 3.15 2.85
H -0.12 2.40 2.98
H 1.20 1.64 3.77
C -1.39 0.38 -0.93
N -1.41 -1.14 -0.87
C -1.79 -1.55 0.54
C -0.03 -1.67 -1.19
C -2.47 -1.73 -1.83
C -2.24 -1.43 -3.31
O -2.24 -0.03 -3.55
H -0.83 0.75 -0.07
H -0.89 0.70 -1.84
H -2.42 0.74 -0.89
H -1.04 -1.15 1.23
H -1.80 -2.64 0.60
H -2.77 -1.14 0.77
H 0.27 -1.32 -2.18
H -0.06 -2.76 -1.15
H 0.66 -1.28 -0.44
H -3.43 -1.31 -1.51
H -2.48 -2.81 -1.66
H -3.04 -1.88 -3.90
H -1.28 -1.85 -3.66
H -1.89 0.12 -4.45
```

Computed properties:
Multiplicity ... 1
Highest occupied orbital energy ... -12.2 eV
ΔE to the lowest compared entry with this formula, charge and spin ... 100.26 kcal per mole
Gap between HOMO and LUMO ... 0.358 Eh
Charge ... +1

And the Löwdin charges, in e, turn out to be:
1 C 0.09
2 C -0.06
3 C -0.17
4 O -0.04
5 C -0.36
6 O 0.09
7 O -0.13
8 N 0.03
9 H 0.07
10 H 0.14
11 H 0.12
12 H 0.11
13 H 0.11
14 C 0.02
15 N -0.34
16 C 0.02
17 C 0.03
18 C -0.08
19 C -0.22
20 O -0.07
21 H 0.09
22 H 0.10
23 H 0.12
24 H 0.10
25 H 0.11
26 H 0.12
27 H 0.11
28 H 0.12
29 H 0.10
30 H 0.14
31 H 0.14
32 H 0.13
33 H 0.12
34 H 0.12

***

[6]
Entry from the Open Molecules 2025 dataset: C3H5F3Se as an isolated structure in a non-equilibrium geometry (wB97M-V/def2-TZVPD).

```
12
C3H5F3Se | the Open Molecules 2025 dataset | wB97M-V/def2-TZVPD
C 1.31 -0.69 -1.42
C -1.03 -0.45 0.29
C -0.92 1.01 0.34
F -0.17 1.55 1.48
F -0.39 1.58 -0.74
F -2.20 1.56 0.58
Se -0.34 -1.30 -1.16
H 1.75 -0.96 -2.43
H 1.50 0.30 -1.00
H 1.27 -0.57 2.09
H 1.27 -1.11 1.48
H -2.06 -0.90 0.49
```

Computed properties:
Multiplicity ... 1
Highest occupied orbital energy (alpha / beta) ... -8.7 / -9.0 eV
ΔE to the lowest compared entry with this formula, charge and spin ... 93.47 kcal per mole
Gap between HOMO and LUMO (alpha / beta) ... 0.274 / 0.294 Eh

And the Löwdin charges, in e, turn out to be:
1 C -0.38
2 C -0.42
3 C -0.62
4 F -0.01
5 F 0.09
6 F 0.05
7 Se 1.09
8 H 0.02
9 H 0.01
10 H 0.07
11 H 0.03
12 H 0.08

***

[7]
Entry from the Open Molecules 2025 dataset: C20H38N6OPdS as an isolated structure in a non-equilibrium geometry (wB97M-V/def2-TZVPD).

```
67
C20H38N6OPdS | the Open Molecules 2025 dataset | wB97M-V/def2-TZVPD
Pd 1.00 0.15 -0.59
N 4.37 2.46 -2.13
C 3.22 2.09 -1.56
O 3.16 1.10 -0.83
C 1.99 2.95 -1.81
C 0.75 2.10 -1.97
H 5.20 1.91 -1.97
H 4.46 3.29 -2.70
H 2.15 3.59 -2.69
H 1.88 3.62 -0.95
H 0.71 1.59 -2.94
H -0.18 2.60 -1.70
C -2.38 0.51 -3.80
N -2.91 0.80 -2.49
C -3.91 1.85 -2.49
C -2.52 0.19 -1.38
S -1.10 -0.80 -1.38
N -3.23 0.28 -0.23
C -4.67 0.08 -0.20
C -2.57 0.04 1.03
H -3.21 0.28 -4.47
H -1.72 -0.35 -3.76
H -1.84 1.37 -4.19
H -3.56 2.65 -3.15
H -4.03 2.26 -1.49
H -4.87 1.50 -2.86
H -5.06 -0.10 -1.19
H -5.18 0.94 0.24
H -4.88 -0.80 0.41
H -1.56 0.46 0.99
H -2.52 -1.03 1.25
H -3.13 0.54 1.81
C 2.22 -1.80 -1.23
C 1.48 -2.99 -1.35
C 0.65 -3.22 -2.49
C 0.00 -4.42 -2.67
C 0.16 -5.45 -1.74
C 0.97 -5.25 -0.62
C 1.59 -4.05 -0.40
H 2.41 -1.25 -2.16
H 3.01 -1.75 -0.48
H 0.57 -2.45 -3.23
H -0.63 -4.57 -3.54
H -0.32 -6.40 -1.90
H 1.10 -6.06 0.09
H 2.22 -3.90 0.46
C -0.30 -0.60 4.14
N 0.65 -0.37 3.06
C 0.83 -1.49 2.16
C 0.99 0.89 2.65
N 1.02 1.17 1.36
N 1.30 1.81 3.59
C 1.49 3.20 3.24
C 1.82 1.41 4.88
H -1.17 -1.11 3.74
H -0.63 0.35 4.57
H 0.14 -1.22 4.93
H 0.66 -2.40 2.72
H 1.86 -1.48 1.78
H 0.13 -1.48 1.30
H 1.40 2.09 1.17
H 2.46 3.37 2.76
H 1.47 3.79 4.15
H 0.69 3.56 2.60
H 2.08 0.36 4.88
H 1.09 1.60 5.68
H 2.72 1.99 5.09
```

Computed properties:
Multiplicity ... 5
Highest occupied orbital energy (alpha / beta) ... -12.7 / -14.3 eV
Gap between HOMO and LUMO (alpha / beta) ... 0.291 / 0.200 Eh
Charge ... +2

And the Löwdin charges, in e, turn out to be:
1 Pd 0.79
2 N 0.22
3 C -0.52
4 O -0.05
5 C -0.17
6 C -0.10
7 H 0.14
8 H 0.13
9 H 0.13
10 H 0.12
11 H 0.06
12 H 0.06
13 C -0.05
14 N -0.18
15 C -0.02
16 C -0.63
17 S 0.83
18 N -0.20
19 C -0.02
20 C -0.09
21 H 0.11
22 H 0.05
23 H 0.10
24 H 0.11
25 H 0.10
26 H 0.11
27 H 0.10
28 H 0.11
29 H 0.11
30 H 0.05
31 H 0.10
32 H 0.11
33 C -0.08
34 C -0.33
35 C -0.09
36 C -0.06
37 C -0.03
38 C -0.05
39 C -0.02
40 H 0.07
41 H 0.07
42 H 0.10
43 H 0.12
44 H 0.12
45 H 0.12
46 H 0.12
47 C -0.04
48 N -0.16
49 C -0.07
50 C -0.42
51 N 0.07
52 N -0.14
53 C -0.04
54 C -0.03
55 H 0.09
56 H 0.09
57 H 0.10
58 H 0.10
59 H 0.09
60 H 0.04
61 H 0.04
62 H 0.10
63 H 0.10
64 H 0.10
65 H 0.10
66 H 0.10
67 H 0.10

***

[8]
Entry from the Open Molecules 2025 dataset: a 8-piece molecular cluster, H16O8 overall in a non-equilibrium geometry (wB97M-V/def2-TZVPD).

```
24
H16O8 | the Open Molecules 2025 dataset | wB97M-V/def2-TZVPD
O 26.44 12.18 38.37
H 27.09 12.91 39.08
H 25.56 12.39 38.79
O 19.71 12.60 40.04
H 20.44 12.25 40.53
H 20.26 13.51 39.61
O 21.62 11.34 37.39
H 21.54 11.16 36.39
H 21.28 10.63 37.92
O 20.69 15.02 39.86
H 20.21 15.23 40.63
H 21.71 15.40 39.86
O 23.45 13.60 38.56
H 22.78 13.08 38.05
H 23.63 14.15 37.80
O 23.49 15.37 40.67
H 23.54 14.66 40.00
H 22.95 14.92 41.45
O 23.31 17.47 37.39
H 23.56 17.98 36.59
H 23.33 16.57 37.00
O 23.45 14.92 36.03
H 22.87 14.27 35.75
H 24.03 15.11 35.37
```

Computed properties:
Multiplicity ... 1
Highest occupied orbital energy ... -10.1 eV
ΔE to the lowest compared entry with this formula, charge and spin ... 100.10 kcal per mole
Gap between HOMO and LUMO ... 0.367 Eh
Structure (SMILES) ... O.O.O.O.O.O.O.O

And the Löwdin charges, in e, turn out to be:
1 O -0.21
2 H 0.19
3 H -0.01
4 O -0.18
5 H -0.02
6 H 0.08
7 O -0.07
8 H 0.09
9 H 0.03
10 O -0.10
11 H 0.03
12 H 0.12
13 O -0.05
14 H 0.04
15 H 0.01
16 O -0.12
17 H -0.02
18 H 0.11
19 O -0.08
20 H 0.04
21 H -0.01
22 O 0.04
23 H 0.04
24 H 0.03

***

Which formula does entry 4 have? FH12MnO6